No. 1
The following is a DFT calculation (wB97M-V/def2-TZVPD) of C35H41CsF5N6O4PS2Te as an isolated structure at a distorted geometry.

Calculated values
**Calculated total energy**: -3913.166059 Ha
**Energy above the lowest of the compared OMol25 structures with the same formula, charge and spin**: 161.09 kJ/mol
**Kohn-Sham gap**: 0.1912 hartree
**Total charge**: -2

Element x y z (Å)
Cs1 -0.0248 2.1241 1.4661
O1 -1.8935 -1.7349 -0.7719
N1 -0.7814 -1.1209 -1.3090
C1 -0.6534 -1.4626 -2.5207
C2 0.4128 -0.9940 -3.4104
C3 0.2686 -1.3954 -4.7405
C4 1.1705 -1.0152 -5.7184
C5 2.2471 -0.2247 -5.3568
C6 2.4109 0.1651 -4.0349
C7 1.5138 -0.1977 -3.0300
P1 1.7342 0.3942 -1.2787
C8 3.3567 1.2527 -1.4615
C9 3.3027 2.5941 -1.8425
C10 4.4638 3.3310 -2.0086
C11 5.7010 2.7454 -1.7716
C12 5.7638 1.4217 -1.3664
C13 4.5991 0.6782 -1.2157
C14 2.3089 -1.1749 -0.4984
C15 2.7401 -2.2906 -1.2165
C16 3.2373 -3.4105 -0.5643
C17 3.3281 -3.4249 0.8217
C18 2.8934 -2.3255 1.5455
C19 2.3718 -1.2154 0.8944
H1 -2.3217 -1.0794 -0.1636
H2 -1.4039 -2.1251 -2.9570
H3 -0.5813 -2.0162 -5.0031
H4 1.0325 -1.3336 -6.7446
H5 2.9705 0.0924 -6.0983
H6 3.2626 0.7801 -3.7849
H7 2.3370 3.0577 -2.0030
H8 4.3993 4.3725 -2.2996
H9 6.6091 3.3275 -1.8754
H10 6.7212 0.9642 -1.1465
H11 4.6674 -0.3495 -0.8819
H12 2.6970 -2.2834 -2.2993
H13 3.5628 -4.2684 -1.1417
H14 3.7236 -4.2940 1.3343
H15 2.9418 -2.3280 2.6275
H16 1.9973 -0.3940 1.4918
O2 -2.1741 2.4836 2.7087
C20 -2.8486 2.5079 1.6523
O3 -2.3829 2.7695 0.5089
C21 -4.3506 2.3200 1.7989
C22 -5.0003 3.3612 2.4595
C23 -6.3740 3.3787 2.6437
C24 -7.1170 2.3081 2.1581
C25 -6.4818 1.2591 1.5204
C26 -5.0859 1.2164 1.3248
S1 -4.4057 -0.1941 0.5460
H17 -4.3930 4.1752 2.8413
H18 -6.8524 4.2057 3.1563
H19 -8.1955 2.2865 2.2831
H20 -7.0575 0.4165 1.1553
C27 -0.0424 -0.6731 4.7898
N2 0.0523 -2.0577 4.3584
C28 1.1335 -2.7870 4.9896
C29 -0.2329 -2.2944 3.0140
N3 -0.4422 -1.3167 2.2335
N4 -0.2487 -3.6604 2.6667
C30 -1.1369 -4.5052 3.4481
C31 -0.3259 -3.9430 1.2451
H21 -0.1150 -0.6548 5.8799
H22 -0.9257 -0.2102 4.3573
H23 0.8347 -0.0892 4.4853
H24 2.0617 -2.1988 4.9854
H25 1.3152 -3.7204 4.4625
H26 0.8864 -3.0091 6.0327
H27 -0.7901 -1.5993 1.3243
H28 -1.1142 -4.2079 4.4934
H29 -0.8172 -5.5480 3.3694
H30 -2.1741 -4.4339 3.0927
H31 -1.3290 -3.7720 0.8343
H32 -0.0526 -4.9885 1.0843
H33 0.3807 -3.3182 0.7001
S2 -0.1157 3.3160 -3.2562
C32 -1.6350 2.5675 -3.1950
N5 -2.5069 2.7716 -2.2118
C33 -3.7855 2.0741 -2.1146
C34 -3.6894 0.7126 -2.7687
C35 -3.1786 0.8750 -4.1884
N6 -2.0111 1.7491 -4.2094
H34 -2.1620 3.1339 -1.3297
H35 -4.5675 2.6753 -2.5932
H36 -4.0148 1.9708 -1.0544
H37 -4.6633 0.2224 -2.7592
H38 -3.0136 0.0972 -2.1798
H39 -3.9681 1.2950 -4.8234
H40 -2.8895 -0.0877 -4.6169
H41 -1.2709 1.5716 -4.8670
F1 2.8248 3.8638 3.2189
Te1 3.6567 2.3623 2.4437
F2 4.7152 3.4970 1.3866
F3 4.9754 2.7130 3.7397
F4 4.7691 0.9037 2.0252
F5 2.8986 1.3032 3.8104
O4 2.3469 2.0642 1.2733

---

No. 2
The following is a DFT calculation (wB97M-V/def2-TZVPD) of a single C7H4OS2 molecule at a distorted geometry.

Calculated values
**Calculated total energy**: -1140.743554 Ha
**Energy above the lowest of the compared OMol25 structures with the same formula, charge and spin**: 0.00 kJ/mol
**Kohn-Sham gap**: 0.3194 hartree
**SMILES**: O=Cc1cc2ccsc2s1

Element x y z (Å)
C1 3.1052 -0.1371 -0.0262
C2 1.6366 -0.0428 -0.0028
C3 0.9130 1.1357 0.0212
C4 -0.4966 0.8806 0.0306
C5 -1.6792 1.7017 0.0083
C6 -2.8070 0.9487 -0.0223
C7 -0.7858 -0.4754 0.0387
H1 3.5015 -1.1794 -0.0280
H2 1.4005 2.1102 0.0252
H3 -1.6633 2.7967 0.0005
H4 -3.8501 1.2696 0.0014
O1 3.8258 0.8332 -0.0225
S1 -2.4724 -0.7702 -0.0242
S2 0.6405 -1.4630 0.0177

---

No. 3
The following is a DFT calculation (wB97M-V/def2-TZVPD) of C5H8O2 as an isolated structure.

Calculated values
**Calculated total energy**: -345.734808 Ha
**Energy above the lowest of the compared OMol25 structures with the same formula, charge and spin**: 184.18 kJ/mol
**Kohn-Sham gap**: 0.3909 hartree

Element x y z (Å)
O1 2.1224 -0.9961 0.0212
C1 0.9561 -0.3277 0.4234
C2 0.6801 1.0642 -0.1943
C3 -0.8199 0.8447 -0.4689
C4 -1.4224 -0.0783 0.6209
C5 -0.3739 -0.9836 -0.0139
O2 -0.6745 -0.3547 -1.2928
H1 1.9843 -1.2919 -0.8874
H2 1.0120 -0.2576 1.5139
H3 0.9884 1.9226 0.4010
H4 1.1764 1.1253 -1.1704
H5 -1.4165 1.6446 -0.9116
H6 -1.3760 0.1470 1.6906
H7 -2.4260 -0.3857 0.3135
H8 -0.4105 -2.0729 -0.0452

---

No. 4
The following is a DFT calculation (wB97M-V/def2-TZVPD) of C34H24Cl4N6O2S3V as an isolated structure at a distorted geometry.

Calculated values
**2S+1**: 2
**Calculated total energy**: -5768.598944 Ha
**Energy above the lowest of the compared OMol25 structures with the same formula, charge and spin**: 24.68 kJ/mol
**Kohn-Sham gap (spin up / spin down)**: 0.1634 / 0.1651 hartree
**Total charge**: -2

Element x y z (Å)
V1 0.3874 0.7855 0.8583
C1 -1.1606 1.7602 -3.5355
N1 0.0582 1.1228 -3.0951
C2 0.3711 -0.1170 -3.7610
C3 -0.6658 -1.2111 -3.5328
N2 -0.9744 -1.5519 -2.1488
C4 -2.3813 -1.8724 -2.0040
C5 -0.1009 -2.5054 -1.5369
C6 -0.4621 -3.8543 -1.5835
C7 0.3059 -4.8497 -1.0000
C8 1.4819 -4.4921 -0.3599
C9 1.8527 -3.1594 -0.3122
C10 1.0884 -2.1272 -0.8769
S1 1.7214 -0.4845 -0.7166
C11 1.1430 2.0126 -2.8828
C12 2.2070 2.0451 -3.7827
C13 3.2995 2.8804 -3.5871
C14 3.3274 3.7082 -2.4775
C15 2.2730 3.6809 -1.5756
C16 1.1716 2.8412 -1.7398
S2 -0.0861 2.8210 -0.4969
H1 -1.1665 1.9294 -4.6302
H2 -1.2694 2.7175 -3.0295
H3 -2.0335 1.1542 -3.2799
H4 1.3423 -0.4516 -3.3986
H5 0.4374 0.0045 -4.8640
H6 -0.3315 -2.1027 -4.0921
H7 -1.6058 -0.9012 -3.9969
H8 -2.7241 -2.6860 -2.6693
H9 -2.9707 -0.9866 -2.2354
H10 -2.5971 -2.1552 -0.9741
H11 -1.3797 -4.1333 -2.0866
H12 -0.0169 -5.8835 -1.0423
H13 2.1009 -5.2431 0.1176
H14 2.7616 -2.8691 0.2001
H15 2.1894 1.3915 -4.6456
H16 4.1228 2.8687 -4.2923
H17 4.1786 4.3521 -2.2897
H18 2.3083 4.2901 -0.6800
S3 -4.5438 -3.6939 4.2653
N3 -2.9261 -3.6503 4.3543
C17 -2.5088 -2.7323 3.5045
C18 -1.1201 -2.3577 3.2546
C19 -0.0413 -2.9176 3.8666
C20 1.2551 -2.4577 3.5114
C21 1.3825 -1.4622 2.5878
N4 0.3263 -0.8676 1.9771
C22 -0.9316 -1.3350 2.2790
C23 -1.9587 -0.7146 1.5898
N5 -1.5464 0.2690 0.6920
C24 -2.5720 0.8688 -0.0072
C25 -3.8885 0.5886 0.1644
C26 -4.3049 -0.4059 1.0989
C27 -3.3323 -1.0432 1.8005
C28 -3.5871 -2.0885 2.7956
N6 -4.7731 -2.5490 3.1421
H19 -0.1826 -3.6978 4.6038
H20 2.1419 -2.8751 3.9683
H21 2.3489 -1.0719 2.2910
H22 -2.2451 1.6202 -0.7114
H23 -4.6131 1.1315 -0.4291
H24 -5.3473 -0.6478 1.2589
Cl1 4.5083 5.4925 3.3413
C29 3.1412 4.4332 3.1583
C30 2.0023 4.6120 3.9248
Cl2 1.9294 5.9023 5.0910
C31 0.8999 3.7635 3.7646
Cl3 -0.5428 3.9628 4.7118
C32 0.9186 2.7400 2.8192
O1 -0.0474 1.9090 2.5780
C33 2.1021 2.5528 2.0584
O2 2.0613 1.5105 1.2442
C34 3.1865 3.3870 2.2201
Cl4 4.6055 3.0962 1.2661

---

No. 5
The following is a DFT calculation (wB97M-V/def2-TZVPD) of a single C17H19F3N4O2S molecule.

Calculated values
**Calculated total energy**: -1726.526720 Ha
**Energy above the lowest of the compared OMol25 structures with the same formula, charge and spin**: 0.00 kJ/mol
**Kohn-Sham gap**: 0.3034 hartree
**SMILES**: Cn1ccnc1SCC(=O)Nc1cc(C(F)(F)F)ccc1N1CCOCC1

Element x y z (Å)
C1 -2.5165 -3.3553 1.7837
N1 -2.7553 -2.0742 1.1844
C2 -2.6734 -1.7583 -0.1334
N2 -2.8820 -0.4838 -0.3518
C3 -3.0992 0.0634 0.8677
C4 -3.0155 -0.9037 1.8309
H1 -3.1135 -0.8551 2.8954
H2 -3.2943 1.1109 0.9724
S1 -2.3433 -2.9286 -1.3936
C5 -0.5592 -3.2527 -1.0493
C6 0.0563 -2.0811 -0.3071
O1 0.4686 -2.1909 0.8259
N3 0.1027 -0.9406 -1.0463
C7 0.4721 0.3118 -0.5053
C8 -0.4013 1.3690 -0.6855
C9 -0.1561 2.5946 -0.0820
C10 0.9612 2.7515 0.7283
C11 1.8543 1.7135 0.8705
C12 1.6678 0.4769 0.2320
N4 2.5836 -0.5352 0.3380
C13 3.0226 -1.3010 -0.8071
H3 2.3366 -1.1792 -1.6428
C14 4.4181 -0.8147 -1.2329
H4 4.8123 -1.4367 -2.0382
O2 5.3474 -0.9030 -0.1792
C15 4.9291 -0.1419 0.9332
H5 5.6839 -0.2935 1.7062
C16 3.5486 -0.6089 1.4105
H6 3.2075 -0.0348 2.2696
H7 3.6208 -1.6623 1.7056
H8 4.8938 0.9246 0.6608
H9 4.3436 0.2283 -1.5811
H10 3.0748 -2.3600 -0.5293
H11 2.7360 1.8744 1.4694
H12 1.1435 3.6941 1.2203
C17 -1.1408 3.7064 -0.2591
F1 -1.6270 3.7780 -1.5097
F2 -2.2180 3.5750 0.5466
F3 -0.6256 4.9159 0.0158
H13 -1.3038 1.2184 -1.2594
H14 -0.5244 -0.8929 -1.8406
H15 -0.0896 -3.4051 -2.0201
H16 -0.4695 -4.1567 -0.4481
H17 -2.8184 -4.1403 1.0893
H18 -3.0967 -3.4420 2.7011
H19 -1.4542 -3.4673 2.0186

---

Number 1: molar mass 1060.35 g/mol. Number 2: molar mass 168.24 g/mol. Number 3: molar mass 100.12 g/mol. Number 4: molar mass 837.56 g/mol. Number 5: molar mass 400.43 g/mol.